No. 1
{
  "formula": "C43H63N6O13P3SY",
  "method": "ωB97M-V/def2-TZVPD",
  "charge": -1,
  "de_lowest_kj_mol": 67.1,
  "elements": ["Y", "C", "O", "C", "C", "C", "C", "C", "C", "N", "N", "C", "O", "C", "C", "C", "C", "C", "C", "C", "O", "H", "H", "H", "H", "H", "H", "H", "H", "H", "H", "H", "H", "C", "C", "C", "C", "C", "C", "C", "S", "O", "O", "N", "C", "C", "O", "O", "H", "H", "H", "H", "H", "H", "H", "H", "H", "C", "C", "C", "O", "P", "O", "C", "P", "O", "O", "C", "C", "C", "O", "C", "C", "C", "O", "C", "C", "C", "H", "H", "H", "H", "H", "H", "H", "H", "H", "H", "H", "H", "H", "H", "H", "H", "H", "H", "H", "H", "H", "H", "H", "H", "H", "H", "H", "H", "H", "H", "C", "N", "C", "N", "C", "N", "C", "P", "C", "C", "H", "H", "H", "H", "H", "H", "H", "H", "H", "H", "H", "H"],
  "coordinates": [[0.8047, 0.3507, 1.4041], [-1.5601, 3.5728, 3.1208], [-0.9511, 4.7898, 2.7209], [0.3080, 4.7673, 2.1950], [0.9784, 5.9751, 2.2731], [2.2799, 6.1406, 1.8095], [2.9350, 5.0396, 1.3087], [2.2855, 3.8020, 1.2112], [3.1343, 2.6803, 0.8484], [2.7886, 1.4505, 0.8628], [3.8508, 0.5259, 0.7608], [3.6502, -0.4480, 1.6125], [2.6597, -0.5707, 2.4201], [4.6989, -1.5157, 1.6490], [4.4519, -2.6652, 2.3890], [5.3943, -3.6810, 2.4486], [6.5982, -3.5500, 1.7726], [6.8526, -2.3992, 1.0372], [5.9089, -1.3872, 0.9738], [0.9148, 3.6367, 1.5731], [0.2724, 2.5380, 1.2991], [-2.3856, 3.8639, 3.7720], [-0.8617, 2.9301, 3.6623], [-1.9448, 3.0369, 2.2525], [0.4398, 6.7988, 2.7265], [2.7720, 7.1010, 1.8856], [3.9709, 5.1070, 0.9975], [4.1911, 2.8976, 0.6727], [3.5116, -2.7315, 2.9187], [5.1901, -4.5745, 3.0260], [7.3392, -4.3387, 1.8206], [7.7941, -2.2896, 0.5129], [6.0888, -0.4881, 0.4017], [-5.8568, 0.5734, 5.8455], [-4.8939, 0.1443, 4.7751], [-3.7923, 0.9218, 4.4455], [-2.8863, 0.5049, 3.4824], [-3.0766, -0.7055, 2.8421], [-4.1805, -1.4944, 3.1463], [-5.0814, -1.0615, 4.1022], [-1.8958, -1.2896, 1.6527], [-2.4718, -2.5382, 1.1576], [-1.7325, -0.2649, 0.6004], [-0.4701, -1.4537, 2.2657], [-0.3034, -1.5740, 3.7204], [-0.1647, -0.1893, 4.3842], [-0.4118, -0.0775, 5.5775], [0.2147, 0.7400, 3.5841], [-5.5819, 1.5436, 6.2562], [-5.8710, -0.1458, 6.6659], [-6.8739, 0.6450, 5.4555], [-3.6190, 1.8575, 4.9614], [-2.0273, 1.1119, 3.2443], [-4.3197, -2.4325, 2.6285], [-5.9450, -1.6743, 4.3365], [0.6329, -2.1036, 3.9165], [-1.1118, -2.1404, 4.1929], [1.8484, -4.0694, -4.0706], [1.7486, -4.4903, -2.6175], [2.7292, -5.5808, -2.2385], [2.0350, -3.3267, -1.8165], [1.1139, -2.8623, -0.6173], [1.7272, -1.7534, 0.1190], [-0.4299, -2.2686, -1.3793], [-0.2035, -0.5551, -1.8870], [0.4802, 0.3852, -0.9700], [-1.5088, 0.1077, -2.4364], [-2.6597, -0.4195, -3.1383], [-2.2456, -1.0611, -4.4483], [-3.4737, -1.3304, -2.2412], [0.7361, -0.8625, -3.1431], [1.6921, 0.1571, -3.5703], [1.6504, 0.1876, -5.0825], [3.0464, -0.1912, -2.9906], [0.8324, -4.2337, 0.0807], [0.0845, -4.5015, 1.3099], [-1.0529, -5.4271, 0.9466], [1.0676, -5.0879, 2.2974], [1.5481, -4.8897, -4.7244], [2.8757, -3.7927, -4.3110], [1.2114, -3.2072, -4.2646], [0.7294, -4.8308, -2.4021], [3.7487, -5.2212, -2.3795], [2.5776, -6.4611, -2.8650], [2.6039, -5.8642, -1.1949], [-1.2668, -2.4086, -0.6912], [-0.6002, -2.8308, -2.3014], [-3.2276, 0.4902, -3.3439], [-1.5774, -1.9090, -4.2865], [-1.7343, -0.3472, -5.0933], [-3.1356, -1.4241, -4.9648], [-3.0685, -2.3419, -2.2042], [-4.4927, -1.3925, -2.6260], [-3.5053, -0.9399, -1.2246], [1.3688, 1.1202, -3.1676], [1.8140, -0.8140, -5.4843], [2.4341, 0.8431, -5.4623], [0.6901, 0.5546, -5.4447], [3.3649, -1.1758, -3.3384], [3.0163, -0.2030, -1.9014], [3.7827, 0.5507, -3.3041], [-0.2991, -3.5536, 1.6822], [-0.6806, -6.2772, 0.3711], [-1.8118, -4.8998, 0.3713], [-1.5242, -5.8043, 1.8541], [1.4715, -6.0343, 1.9314], [0.5673, -5.2642, 3.2505], [1.8945, -4.3988, 2.4649], [-3.2437, 4.3832, -3.1994], [-2.6209, 3.1166, -2.8221], [-1.2382, 3.1353, -3.3101], [-0.4547, 4.2728, -2.8582], [-1.1528, 5.4942, -3.2317], [-2.5298, 5.5742, -2.7483], [-2.5544, 5.6720, -1.2861], [-1.7805, 4.2393, -0.3823], [-2.6599, 2.9254, -1.3604], [-0.2282, 4.1991, -1.4098], [-4.2609, 4.4091, -2.7988], [-3.2984, 4.4202, -4.2929], [-1.2678, 3.1524, -4.4064], [-0.7445, 2.2272, -2.9828], [-1.1765, 5.5501, -4.3252], [-0.5957, 6.3535, -2.8504], [-3.5947, 5.7716, -0.9594], [-2.0440, 6.5933, -0.9884], [-3.7052, 2.8788, -1.0362], [-2.2060, 1.9633, -1.1101], [0.3132, 3.2813, -1.1658], [0.4100, 5.0351, -1.1057]],
  "atomic_forces_ev_per_a": [[-0.3404, 0.2778, 0.0243], [0.0100, -0.0692, 0.0176], [-0.0047, 0.0612, -0.0106], [-0.0139, 0.0241, 0.0112], [-0.0802, 0.0225, 0.0092], [0.0158, -0.0153, -0.0098], [-0.0713, 0.0076, -0.0038], [0.0115, 0.0197, -0.0590], [-0.0577, -0.1538, -0.0034], [0.6543, 0.1137, 0.1505], [-0.0411, 0.1299, 0.0485], [0.1978, -0.0377, 0.0196], [-0.1056, 0.2213, -0.2967], [0.0022, 0.0221, 0.0031], [-0.0073, 0.0062, 0.0118], [-0.0155, -0.0168, 0.0118], [0.0380, -0.0383, -0.0143], [0.0361, 0.0058, -0.0194], [-0.0546, -0.0239, -0.0420], [0.2636, 0.0071, -0.3007], [0.1242, -0.1445, 0.2978], [0.0075, -0.0062, 0.0110], [-0.0162, 0.0161, -0.0068], [-0.0152, 0.0042, 0.0569], [0.0021, 0.0117, 0.0097], [0.0014, 0.0069, -0.0015], [0.0227, -0.0029, -0.0024], [-0.0263, 0.0190, -0.0029], [-0.0123, -0.0010, 0.0065], [0.0007, -0.0096, 0.0114], [0.0046, -0.0086, 0.0021], [0.0114, -0.0072, -0.0068], [0.0042, 0.0255, -0.0044], [-0.0442, 0.0396, 0.0184], [0.0470, -0.0218, -0.0205], [-0.0047, -0.0041, -0.0096], [-0.0609, 0.1257, -0.0449], [-0.0107, -0.0906, 0.0312], [0.0134, -0.0044, -0.0104], [-0.0392, -0.0431, -0.0131], [0.1092, -0.2405, -0.0588], [-0.0086, 0.1315, -0.1134], [-0.0554, 0.0181, 0.1557], [-0.6026, -0.1412, 0.5381], [-0.1237, -0.1911, -0.1587], [0.1001, -0.0459, 0.0959], [0.0267, -0.0256, 0.0143], [0.0030, 0.0113, -0.1358], [0.0055, 0.0131, -0.0017], [0.0065, -0.0157, 0.0087], [-0.0090, -0.0018, -0.0072], [0.0073, 0.0177, 0.0084], [0.0581, 0.0032, 0.0165], [0.0181, -0.0126, 0.0050], [0.0065, -0.0131, 0.0155], [-0.0035, -0.0388, -0.0552], [0.0484, 0.0780, 0.0874], [0.0080, -0.0266, 0.0012], [-0.0508, -0.0390, -0.0330], [-0.0011, -0.0100, -0.0209], [0.0831, 0.0198, 0.0727], [-0.1081, 0.3791, -0.4700], [0.0962, -0.1787, 0.4268], [-0.0815, -0.1801, 0.0739], [0.8246, -0.1198, -0.3379], [-0.3997, 0.1754, 0.0584], [-0.1355, -0.1751, 0.1433], [-0.0231, 0.0606, -0.0607], [-0.0326, -0.0227, -0.0125], [-0.0486, -0.0214, 0.0297], [-0.1926, 0.2741, -0.0741], [0.0210, 0.0036, 0.0798], [0.0455, -0.0333, -0.0082], [0.0065, -0.0129, -0.0498], [-0.0493, -0.1807, -0.0713], [0.0238, 0.0869, 0.1139], [0.0216, -0.0409, -0.0281], [0.0055, -0.0201, 0.0030], [0.0122, -0.0198, 0.0043], [0.0293, 0.0187, 0.0069], [-0.0317, 0.0149, 0.0134], [0.0198, 0.0267, 0.0045], [0.0250, 0.0092, -0.0119], [-0.0100, -0.0151, -0.0113], [-0.0158, 0.0164, 0.0155], [0.0403, 0.0562, -0.0570], [-0.1277, -0.0849, 0.0618], [0.0244, -0.0217, 0.0256], [-0.0156, -0.0233, 0.0211], [0.0142, 0.0254, 0.0115], [-0.0020, 0.0111, -0.0175], [0.0256, -0.0280, -0.0034], [-0.0044, -0.0162, -0.0129], [-0.0056, 0.0349, -0.0031], [0.0019, -0.0035, -0.0273], [0.0335, -0.0171, 0.0039], [0.0037, 0.0322, -0.0046], [-0.0385, -0.0107, 0.0116], [0.0040, -0.0084, -0.0182], [-0.0248, -0.0007, 0.0360], [0.0107, 0.0068, -0.0024], [0.0412, -0.0337, -0.0055], [0.0270, -0.0374, 0.0188], [-0.0025, 0.0246, -0.0276], [-0.0303, 0.0237, 0.0317], [-0.0075, -0.0218, -0.0117], [-0.0053, -0.0071, 0.0055], [-0.0015, 0.0264, -0.0091], [-0.0608, -0.0332, -0.0228], [0.0153, -0.0104, -0.0577], [-0.0760, -0.0156, -0.0679], [0.0326, 0.0446, -0.0414], [0.0223, 0.0610, -0.0322], [-0.0032, -0.0006, -0.1184], [-0.0378, 0.0591, 0.0596], [-0.0857, -0.0189, 0.0115], [0.0408, -0.0292, -0.0220], [0.0934, 0.1367, 0.1200], [0.0127, 0.0081, -0.0134], [0.0044, -0.0082, 0.0238], [-0.0294, 0.0129, 0.0306], [0.0613, -0.1217, 0.0206], [-0.0028, -0.0031, 0.0185], [-0.0068, -0.0066, -0.0122], [0.0137, -0.0006, 0.0009], [-0.0013, -0.0187, 0.0060], [0.0205, 0.0150, -0.0383], [-0.0260, 0.0376, -0.0063], [-0.0301, -0.0080, -0.0287], [0.0077, -0.0311, 0.0008]],
  "mulliken_charge": [0.57, -0.47, -0.42, -0.17, -0.66, -0.78, -0.94, 1.16, -1.08, 1.00, -1.05, 0.37, -0.69, 0.09, 0.00, -0.77, -0.38, -0.71, -0.29, 0.28, 0.71, -0.02, 0.52, 0.09, 0.45, 0.38, 0.37, 0.19, 0.47, 0.41, 0.39, 0.39, 0.48, -1.62, 1.10, -0.66, 0.35, -1.00, -0.77, -0.85, 2.19, -0.98, -0.28, 0.22, -0.87, 0.28, -0.82, -0.50, 0.33, 0.34, 0.36, 0.30, -0.71, 0.51, 0.39, 0.29, 0.54, -1.28, 0.93, -1.63, 0.21, -1.04, 0.38, -0.22, -1.15, 0.53, 0.06, 0.58, -1.28, -1.20, 0.58, 1.66, -1.61, -1.21, -0.06, 2.65, -1.66, -1.40, 0.47, 0.29, 0.09, 0.30, 0.32, 0.39, 0.29, 0.05, 1.18, 0.47, 0.16, 0.30, 0.47, 0.25, 0.52, 0.08, -0.34, 0.22, 0.43, 0.33, 0.15, -0.02, 0.53, -1.30, 0.30, 0.28, 0.42, 0.37, 0.39, 0.14, -1.04, 0.25, -0.04, 0.17, -1.10, 0.07, -1.21, 0.66, -0.23, 0.32, 0.43, 0.32, 0.50, -0.82, 0.29, 0.42, 0.44, 0.37, 0.71, -0.57, -1.07, 0.71]
}

***

No. 2
{
  "formula": "C2H8O3",
  "method": "ωB97M-V/def2-TZVPD",
  "de_lowest_kj_mol": 99.0,
  "elements": ["C", "C", "O", "H", "H", "H", "H", "H", "H", "O", "H", "H", "O"],
  "coordinates": [[-0.5431, -2.2514, 1.3451], [-0.8689, -2.2048, 0.0538], [-0.2197, -2.9838, -0.8616], [-0.9518, -1.5284, 2.0413], [0.1914, -2.9255, 1.7760], [-1.6338, -1.6507, -0.4661], [0.1440, -3.7924, -0.5271], [1.5436, 1.3281, -2.0096], [2.7084, 0.7756, -1.1546], [2.2310, 1.5862, -1.3916], [-0.1435, 4.3812, 0.1585], [-1.3280, 4.8947, 0.9098], [-1.1296, 4.3713, 0.1261]],
  "atomic_forces_ev_per_a": [[-0.5777, 0.9099, 0.1207], [1.1351, -1.2842, 0.5952], [-0.6193, 0.4020, -1.3505], [-0.3060, -0.2061, -0.0854], [0.0504, 0.0321, -0.4278], [0.0156, 0.5578, 0.4300], [0.3125, -0.4003, 0.7130], [-0.0221, -0.1590, -0.0211], [-0.3380, 0.3147, -0.1902], [0.3397, -0.1410, 0.2290], [-1.0192, -0.2420, -0.3367], [-0.3558, -0.0015, -0.0104], [1.3849, 0.2178, 0.3341]],
  "mulliken_charge": [-0.75, 0.17, -0.49, 0.24, 0.21, 0.34, 0.29, 0.32, 0.32, -0.64, 0.32, 0.32, -0.64]
}

***

No. 3
{
  "formula": "C8H25N4O2P2",
  "method": "ωB97M-V/def2-TZVPD",
  "charge": 1,
  "elements": ["C", "C", "C", "O", "C", "P", "C", "C", "N", "N", "N", "O", "C", "C", "P", "N", "H", "H", "H", "H", "H", "H", "H", "H", "H", "H", "H", "H", "H", "H", "H", "H", "H", "H", "H", "H", "H", "H", "H", "H", "H"],
  "coordinates": [[3.2578, -0.3700, 2.6917], [3.9924, 0.2099, 1.4268], [3.0145, 1.2491, 0.7733], [1.9480, 0.4645, 0.1802], [1.1871, 1.3735, -0.6130], [-0.5298, 0.6678, -0.9221], [-1.0017, -0.1782, 0.6526], [-2.5126, -0.5239, 0.7367], [-3.2527, -0.1597, -0.4666], [-3.0385, 0.1403, 1.9413], [-2.6689, -1.9995, 0.9902], [-0.6080, -0.2728, -2.2722], [0.5579, -1.1104, -2.4580], [0.5935, -2.3639, -1.5146], [-1.8093, 2.4351, -1.3907], [-2.8355, 1.9443, -2.5265], [2.8157, 0.4654, 3.2571], [3.9928, -0.9541, 3.2717], [2.4971, -1.0792, 2.3148], [4.9154, 0.7622, 1.6947], [4.2273, -0.5934, 0.7043], [3.5251, 1.8450, -0.0075], [2.5855, 1.8627, 1.5921], [1.0044, 2.2670, 0.0345], [1.7004, 1.6736, -1.5466], [-0.4133, -1.0953, 0.8362], [-0.7573, 0.5315, 1.4749], [-3.1407, -0.8446, -1.2018], [-4.2360, -0.0150, -0.2718], [-2.4447, -0.2247, 2.6861], [-3.9588, -0.2319, 2.1689], [-3.6671, -2.1032, 1.1675], [-2.5297, -2.4964, 0.1093], [1.5213, -0.5690, -2.4373], [0.4625, -1.5228, -3.4822], [-0.4035, -2.8345, -1.5471], [1.3169, -3.0607, -1.9850], [0.9599, -2.1321, -0.5018], [-2.5372, 2.8477, -0.2421], [-1.0255, 3.4822, -1.9562], [-2.7048, 2.5136, -3.3620]],
  "atomic_forces_ev_per_a": [[1.0032, -0.3278, -1.2776], [-1.0746, 0.9138, 0.3612], [1.1516, -1.6390, 0.5475], [-0.2282, 1.1682, -0.8647], [-0.5036, -0.7400, 0.8345], [0.6861, -0.6902, 0.0351], [0.0182, 0.0006, -0.1742], [-1.0755, -1.6752, 0.6288], [0.8207, 1.1648, 0.6275], [0.4764, -0.0066, -0.6507], [0.3722, 0.5427, -0.3592], [0.4247, 1.6013, 2.2535], [0.7466, -2.1788, -0.5161], [0.2884, 0.7678, -0.9259], [-3.2547, -0.4647, -3.1513], [1.0818, 0.7421, 0.9485], [0.1576, -0.5862, 0.0552], [-0.5325, 0.3859, 0.0880], [0.1091, 0.4671, 0.4912], [-0.4280, -0.4434, -0.0681], [-0.0067, 0.4897, 0.3086], [-0.3490, -0.1084, 0.3707], [0.2129, 0.0776, -0.6314], [-0.1741, -0.1812, -0.7063], [-0.3038, -0.0714, 0.2959], [-0.0663, 0.5604, -0.3115], [-0.0007, -0.2444, -0.6363], [-0.0974, 0.0496, -0.0619], [0.0408, 0.1024, -0.1528], [-0.1677, 0.2787, 0.1007], [-0.0443, 0.1614, -0.1924], [0.1357, -0.2705, 0.1380], [0.1850, -0.0930, 0.1764], [-0.6366, 0.1280, 0.2186], [-0.1672, 0.5581, 0.4841], [0.4484, 0.1043, 0.3218], [-0.4083, 0.2873, 0.3780], [-0.3511, -0.1498, -0.3607], [1.0608, -0.2191, 0.3178], [0.4193, -0.2531, 1.0724], [0.0310, -0.2090, -0.0129]],
  "mulliken_charge": [-0.91, -0.47, -0.67, 0.02, -0.95, 0.63, -1.18, 0.91, -0.57, -0.76, -0.78, -0.41, -0.31, -0.82, 0.09, -0.63, 0.29, 0.35, 0.17, 0.36, 0.26, 0.33, 0.37, 0.62, 0.43, 0.52, 0.41, 0.25, 0.24, 0.31, 0.34, 0.29, 0.22, 0.26, 0.44, 0.25, 0.43, 0.12, 0.15, 0.16, 0.25]
}

***

| no. | orbital gap (eV) |
| --- | --- |
| 1 | 6.7 |
| 2 | 9.9 |
| 3 | 8.7 |